Record 1
Below is C18H30Cl2GeNO3Sr as an isolated structure in a non-equilibrium geometry, with properties calculated with the ωB97M-V functional and the def2-TZVPD basis.

- 2S+1: 2
- Net charge: 0
- Energy relative to the best compared isomer or geometry (same formula, charge and spin): 7.13 kcal/mol
- Strongest force on any atom: 0.0592 Eh/bohr

Atoms and positions in Å:
1 Sr -0.19785 -0.61268 -1.03280
2 C -0.84660 -0.00742 3.70392
3 C -0.89451 0.62459 2.33176
4 C -0.35149 2.03656 2.47186
5 C -2.29108 0.64015 1.79651
6 O -0.14726 -0.06705 1.38995
7 Ge 1.79340 -0.21860 1.36058
8 O 1.67145 -1.67960 0.07763
9 C 1.86096 -3.04354 0.43887
10 C 0.49209 -3.66830 0.12714
11 C 2.17133 -3.22020 1.93698
12 C 2.88820 -3.62830 -0.51188
13 O 1.74637 0.76486 -0.20072
14 C 2.68885 1.74674 -0.57061
15 C 2.58073 1.75558 -2.08519
16 C 2.24670 3.14950 -0.14234
17 C 4.18210 1.43327 -0.19400
18 H -1.32451 0.56527 4.49449
19 H 0.16609 -0.12837 4.03856
20 H -1.35815 -0.97300 3.67078
21 H -0.76199 2.65509 3.22101
22 H -0.44813 2.56264 1.51794
23 H 0.78509 2.07111 2.54913
24 H -3.02525 0.93646 2.58035
25 H -2.60755 -0.32927 1.42412
26 H -2.44157 1.37316 0.93460
27 H -0.23802 -3.22181 0.82431
28 H 0.48276 -4.76344 0.32300
29 H 0.12685 -3.47562 -0.85565
30 H 1.37175 -2.60272 2.45485
31 H 3.14609 -2.83493 2.30008
32 H 2.13252 -4.24513 2.24175
33 H 2.66388 -3.23074 -1.52605
34 H 2.73487 -4.73123 -0.55841
35 H 3.87219 -3.30085 -0.21265
36 H 1.54827 1.98068 -2.32544
37 H 2.90532 0.82997 -2.59803
38 H 3.32190 2.47643 -2.56642
39 H 1.37935 3.44624 -0.77905
40 H 3.09545 3.86204 -0.34444
41 H 1.93817 3.13818 0.88300
42 H 4.47428 0.46500 -0.66349
43 H 4.35115 1.34510 0.87562
44 H 4.80907 2.24947 -0.56388
45 Cl -4.05462 -2.42204 -2.50933
46 C -4.29625 -0.69713 -2.70772
47 C -5.56482 -0.19813 -2.73903
48 C -5.73894 1.16798 -2.79780
49 C -4.64843 2.04599 -2.69338
50 C -3.38283 1.57399 -2.64005
51 Cl -2.04587 2.71580 -2.76807
52 C -3.10810 0.15064 -2.67281
53 N -1.95294 -0.39257 -2.58596
54 H -6.41873 -0.86032 -2.66091
55 H -6.66201 1.70874 -2.74016
56 H -4.81974 3.08177 -2.72252

Cartesian forces (eV/Å) of the 2 atoms listed first:
-0.1074 0.3941 -0.1250
-0.5233 -0.8915 0.2489

=====

Record 2
Below is C18H30Cl6F3N3O15 as an isolated structure in a non-equilibrium geometry, with properties calculated with the ωB97M-V functional and the def2-TZVPD basis.

- DFT total energy: -137590.967 eV
- 2S+1: 1
- Net charge: 0
- Strongest force on any atom: 0.2295 Eh/bohr

Atoms and positions in Å:
1 C 25.15411 16.52718 -22.31589
2 N 25.75364 16.63252 -20.93943
3 O 26.32090 17.69949 -20.57186
4 O 25.60000 15.59706 -20.30922
5 H 24.46949 17.36483 -22.44903
6 H 24.61334 15.58186 -22.36113
7 H 25.92548 16.64291 -23.07727
8 C 25.63763 19.81572 -19.84611
9 N 24.14121 19.53206 -19.70574
10 O 23.57783 19.86192 -18.65898
11 O 23.61585 19.08552 -20.69742
12 H 26.19988 18.89345 -19.69983
13 H 25.83408 20.30337 -18.89127
14 H 25.80958 20.51374 -20.66543
15 C 22.60626 22.17846 -18.94244
16 N 21.69392 22.27815 -20.07455
17 O 20.50474 22.46114 -19.68905
18 O 22.08133 22.11241 -21.20732
19 H 22.08712 22.47880 -18.03228
20 H 23.47833 22.78462 -19.18773
21 H 22.94663 21.14305 -18.92960
22 C 27.93835 20.61809 -23.20615
23 C 27.04999 20.35691 -22.06979
24 O 26.34665 21.54710 -22.00655
25 C 26.69219 22.48969 -22.89880
26 O 26.28801 23.66110 -22.93493
27 O 27.48781 21.84516 -23.72120
28 F 27.72968 20.27400 -20.90216
29 H 27.70514 19.77151 -23.85191
30 H 29.02616 20.57813 -23.14990
31 H 26.36886 19.52142 -22.23143
32 C 26.56268 24.43095 -20.82071
33 C 27.41166 23.51128 -19.84210
34 O 26.63944 22.35708 -19.73654
35 C 25.36102 22.65307 -20.26436
36 O 24.44417 21.83954 -20.24291
37 O 25.27719 23.90407 -20.64446
38 F 27.65930 24.07883 -18.57487
39 H 26.72775 24.22359 -21.87800
40 H 26.65632 25.49462 -20.60176
41 H 28.42991 23.29717 -20.16679
42 C 22.34897 17.43736 -22.00635
43 C 21.57699 18.49161 -21.23467
44 O 22.08229 18.51737 -19.95145
45 C 22.57109 17.26734 -19.81073
46 O 22.83150 16.72741 -18.75109
47 O 22.69588 16.64915 -20.94399
48 F 20.31189 18.12107 -21.29400
49 H 23.34798 17.58978 -22.41482
50 H 21.68236 16.95812 -22.72334
51 H 21.62283 19.47706 -21.69821
52 Cl 20.19216 21.06157 -18.24777
53 C 21.04381 19.56837 -18.63471
54 C 21.31568 18.85242 -17.28445
55 Cl 19.79700 18.12623 -16.78512
56 H 21.94440 19.72797 -19.22763
57 H 20.34596 19.08360 -19.31743
58 H 21.67320 19.62136 -16.59961
59 H 21.99181 18.00306 -17.38218
60 Cl 25.50042 17.24250 -18.41711
61 C 24.19006 17.80272 -17.29787
62 C 24.45803 17.24814 -15.89756
63 Cl 22.86080 17.03546 -15.11373
64 H 23.23910 17.51567 -17.74664
65 H 24.10417 18.88755 -17.36003
66 H 25.04730 17.91131 -15.26427
67 H 24.86558 16.24086 -15.81166
68 Cl 27.29785 19.76080 -16.83269
69 C 26.28747 21.03141 -17.57692
70 C 26.51581 22.42341 -16.93992
71 Cl 25.39955 23.65180 -17.41704
72 H 25.23626 20.79529 -17.41166
73 H 26.52728 20.99461 -18.63958
74 H 27.46075 22.88128 -17.23241
75 H 26.52387 22.48138 -15.85149

Cartesian forces (eV/Å) of the 2 atoms listed first:
0.4994 0.7537 0.0682
0.4686 -0.9233 -0.9928

=====

Record 3
Below is one molecule with the formula C18H30F2O4S in a non-equilibrium geometry, with properties calculated with the ωB97M-V functional and the def2-TZVPD basis.

- DFT total energy: -43603.361 eV
- 2S+1: 1
- Net charge: 0
- Strongest force on any atom: 0.1371 Eh/bohr

Atoms and positions in Å:
1 C 1.91255 -5.46713 -0.23078
2 C 1.47471 -4.22010 -0.35557
3 C 0.90040 -2.69526 -0.28020
4 C -0.25533 -2.48020 -1.39477
5 C -0.02949 -1.13276 -2.31238
6 C -1.20282 -0.04582 -2.15178
7 F -1.12138 0.81654 -3.35445
8 O -2.54407 -0.66375 -2.21510
9 S -3.49363 0.53604 -3.02447
10 O -4.79357 -0.15173 -3.40461
11 O -3.71775 1.71848 -1.83171
12 C -3.80722 1.05286 -0.53670
13 C -2.36874 0.75546 0.17167
14 C -2.32742 -0.61504 1.02174
15 F -3.18906 -1.67467 0.52077
16 C -2.91008 -0.24260 2.51497
17 C -1.71634 0.06184 3.55756
18 C -1.09163 0.92066 -0.86180
19 C 0.31795 0.86679 -0.07937
20 C 0.50471 2.17886 0.88995
21 C 1.93399 2.15872 1.68061
22 C 3.12520 2.78418 0.77585
23 C 3.78547 1.73970 -0.27014
24 O 3.68819 0.33932 0.16615
25 C 4.27715 -0.52789 -0.85282
26 H 1.98870 -6.61781 -0.13279
27 H 0.37299 -2.60849 0.75926
28 H 1.73152 -1.90219 -0.29091
29 H -0.19399 -3.40542 -2.10476
30 H -1.30835 -2.52240 -0.92681
31 H 1.04123 -0.70652 -2.21357
32 H -0.09916 -1.52179 -3.41246
33 H -4.48205 0.12759 -0.63353
34 H -4.37952 1.79221 0.16402
35 H -2.22208 1.62078 0.94245
36 H -1.27844 -1.05012 1.19616
37 H -3.52760 0.74336 2.42310
38 H -3.66363 -1.03868 2.89539
39 H -1.33450 1.16118 3.52949
40 H -0.79154 -0.62067 3.36476
41 H -2.02479 -0.11877 4.66834
42 H -1.19365 2.01241 -1.26802
43 H 0.50935 -0.09341 0.52181
44 H 1.17010 0.97362 -0.87157
45 H -0.30618 2.25040 1.70551
46 H 0.40633 3.15740 0.25904
47 H 2.14852 1.08870 2.06572
48 H 1.85703 2.82049 2.64113
49 H 2.68319 3.67792 0.18449
50 H 3.94603 3.17539 1.48868
51 H 3.35607 1.84488 -1.35116
52 H 4.92052 1.98836 -0.35625
53 H 4.27044 -1.64656 -0.56525
54 H 3.66777 -0.39583 -1.84211
55 H 5.38388 -0.19856 -0.98278

Cartesian forces (eV/Å) of the 2 atoms listed first:
-3.2414 6.2246 -0.6530
2.0173 -5.4889 1.3016

=====

Record 4
Below is C18H30N4 as an isolated structure in a non-equilibrium geometry, with properties calculated with the ωB97M-V functional and the def2-TZVPD basis.

- 2S+1: 1
- Net charge: 0
- Energy relative to the best compared isomer or geometry (same formula, charge and spin): 137.95 kcal/mol
- Strongest force on any atom: 0.1668 Eh/bohr

Atoms and positions in Å:
1 N 2.28822 7.08982 -2.33312
2 C 2.54160 5.78482 -2.04286
3 C 1.33047 5.17994 -1.79497
4 C 0.34745 6.11759 -1.79013
5 C 0.94275 7.33230 -2.13414
6 H 2.94889 7.84855 -2.42212
7 H 3.48622 5.31297 -2.26969
8 H 1.18679 4.14937 -1.50571
9 H -0.72341 6.04400 -1.67074
10 H 0.50267 8.30927 -2.26927
11 N -2.13372 -2.03988 -1.37589
12 C -1.30329 -3.12979 -0.99922
13 C -0.07646 -3.02111 -1.59070
14 C -0.09763 -1.80812 -2.29232
15 C -1.34665 -1.19107 -2.06855
16 H -3.13674 -2.01934 -1.25927
17 H -1.67044 -4.01081 -0.49384
18 H 0.87049 -3.52829 -1.47895
19 H 0.80373 -1.40429 -2.72923
20 H -1.83314 -0.25714 -2.30836
21 N 0.48818 2.76549 -1.14025
22 C 0.36380 1.68752 -2.02555
23 C 0.20997 0.51455 -1.33605
24 C 0.43298 0.85684 0.02994
25 C 0.53773 2.22871 0.12376
26 H 0.53547 3.74953 -1.36279
27 H 0.33526 1.80456 -3.09881
28 H 0.06709 -0.46440 -1.76923
29 H 0.34706 0.15201 0.84371
30 H 0.57772 2.93768 0.93749
31 C 1.55602 -1.26297 1.14827
32 C 0.10557 -1.82065 1.04042
33 N -0.37222 -2.55468 2.16199
34 C -1.78539 -2.69279 2.23518
35 C -2.61688 -1.41722 1.94613
36 C 0.31303 -3.79510 2.43337
37 C -0.04928 -4.55058 3.77397
38 H 1.60555 -0.47815 1.90306
39 H 1.90541 -0.83929 0.20672
40 H 2.31706 -2.02857 1.29921
41 H -0.49771 -0.92321 0.90349
42 H 0.03051 -2.41487 0.12973
43 H -2.08035 -3.47506 1.53579
44 H -2.14108 -2.91530 3.24120
45 H -3.68190 -1.64047 2.00932
46 H -2.30860 -0.62902 2.63302
47 H -2.50881 -1.19467 0.88458
48 H 1.40231 -3.79115 2.47293
49 H 0.25348 -4.36913 1.50868
50 H -0.98148 -5.06958 3.55097
51 H -0.02181 -3.85353 4.61151
52 H 0.73369 -5.27530 3.99724

Cartesian forces (eV/Å) of the 2 atoms listed first:
-0.8985 0.7805 0.5896
0.1282 -0.5215 -0.8885